# 1
A single C4H7IN2 molecule, computed with the ωB97M-V functional and the def2-TZVPD basis.

E_tot: -15339.8737 eV
frontier orbital gap: 8.05 eV
SMILES: C=CN[C@H]1CN1I
strongest force on any atom: 0.015 Eh/bohr
energy above the lowest of the compared OMol25 structures with the same formula, charge and spin: 2.251 eV

```
! wB97M-V def2-TZVPD RIJCOSX def2/J DEFGRID3
* xyz 0 1
I -3.934 0.132 -0.440
N 0.199 0.660 0.039
N -2.075 -0.069 0.407
C -0.908 -0.056 -0.465
C -1.345 -1.297 0.205
C 2.557 0.916 0.319
C 1.497 0.174 0.031
H 1.568 -0.886 -0.175
H -1.093 0.026 -1.541
H -1.771 -2.095 -0.396
H -0.807 -1.628 1.083
H 0.107 1.662 0.041
H 2.464 1.966 0.538
H 3.542 0.494 0.354
*
```



# 2
A molecular structure, C33H22N4Sc, computed with the ωB97M-V functional and the def2-TZVPD basis.

E_tot: -61238.1714 eV
frontier orbital gap: 6.61 eV
strongest force on any atom: 0.002 Eh/bohr
energy above the lowest of the compared OMol25 structures with the same formula, charge and spin: 0.000 eV

```
! wB97M-V def2-TZVPD RIJCOSX def2/J DEFGRID3
* xyz 1 1
Sc -0.499 -0.064 -0.584
N -0.745 -2.209 -0.015
N -1.509 -0.071 1.296
N 1.646 0.061 -1.009
N -1.026 2.062 -0.171
C -0.813 3.082 -0.982
C -0.623 -4.560 -0.402
C -2.812 -3.900 2.540
C -1.215 4.664 0.750
C 4.295 0.251 -1.749
C -1.532 -2.430 1.080
C -1.433 3.599 1.651
C -2.886 -1.489 2.818
C 0.842 -0.059 -3.281
C -1.786 1.375 3.308
C 1.110 -0.063 -4.653
C 4.932 0.381 0.654
C 2.223 0.181 1.322
C -1.694 3.785 3.029
C 3.321 0.144 -2.693
C -0.917 4.413 -0.561
C -0.483 -0.156 -2.793
C -1.928 -3.729 1.449
C 4.543 0.394 1.963
C -1.430 -4.800 0.678
C -1.598 1.143 1.960
C 3.176 0.294 2.296
C 2.608 0.168 -0.036
C -1.498 -0.256 -3.748
C -3.285 -2.793 3.183
C 3.968 0.268 -0.373
C -0.315 -3.235 -0.728
C -1.983 -1.274 1.798
C 0.072 -0.163 -5.563
C -1.236 -0.260 -5.112
C 1.962 0.050 -2.303
C -1.838 2.687 3.825
C -1.363 2.292 1.135
H -1.876 0.547 3.993
H 0.287 -3.002 -1.599
H -3.115 -4.896 2.830
H 2.119 0.012 -5.034
H -1.753 4.788 3.431
H -1.705 -5.813 0.945
H 1.174 0.099 1.599
H 5.978 0.457 0.385
H -0.549 2.836 -2.005
H -2.533 -0.335 -3.430
H -2.004 2.813 4.888
H -3.990 -2.904 3.996
H 5.335 0.324 -2.044
H -0.239 -5.364 -1.013
H -0.747 5.212 -1.268
H -1.282 5.682 1.115
H -3.331 -0.653 3.333
H 3.584 0.131 -3.738
H -2.049 -0.339 -5.823
H 0.287 -0.164 -6.624
H 5.279 0.481 2.750
H 2.878 0.305 3.336
*
```



# 3
8 unconnected molecules or ions with the total composition C31H40F3NO27, computed with the ωB97M-V functional and the def2-TZVPD basis.

E_tot: -97721.9301 eV
frontier orbital gap: 10.51 eV
SMILES: CC(=O)N(C(C)=O)[C@H]1OC(=O)O[C@H]1C[C@@H](O)C(F)(F)F.O=C1OCCO1.O=C1OCCO1.O=C1OCCO1.O=C1OCCO1.O=C1OCCO1.O=C1OCCO1.O=C1OCCO1
strongest force on any atom: 0.018 Eh/bohr

```
! wB97M-V def2-TZVPD RIJCOSX def2/J DEFGRID3
* xyz 0 1
F 5.191 1.464 2.338
F 4.475 2.041 4.295
F 4.110 3.333 2.616
O 2.298 3.255 0.565
O -8.661 -3.168 -1.812
O 2.917 0.158 3.574
O 4.130 -2.862 -5.527
O -6.402 -0.301 -2.657
O 0.172 2.295 6.316
O -0.385 0.105 1.269
O -2.398 -3.217 -0.781
O -8.356 -4.648 -3.445
O 8.908 -1.072 2.260
O 10.474 -2.204 3.420
O -4.429 0.741 -2.421
O 8.781 -1.162 4.481
O 0.224 0.219 5.449
O -10.072 -3.194 -3.564
O 2.401 -1.874 -4.481
O 5.185 -0.563 -3.251
O -4.531 -2.666 -0.509
O -3.962 -4.835 -0.641
O 2.558 -1.751 -6.698
O -6.275 1.887 -3.030
O 5.124 -0.679 -1.038
O -1.738 1.546 -1.284
O 1.778 5.013 -0.759
O -1.536 0.914 6.667
O 1.214 2.909 -1.368
O 3.618 0.588 -2.136
N -0.169 2.194 0.290
C 9.488 -1.546 3.392
C 3.126 -2.228 -5.567
C -3.792 -1.447 -0.339
C 1.264 -1.235 -6.366
C 1.411 -0.924 -4.888
C 7.629 -0.529 2.605
C 1.771 3.852 -0.529
C -0.491 1.302 1.367
C 6.054 -1.693 -1.459
C -1.761 2.039 7.524
C 6.379 -1.258 -2.874
C -1.847 3.827 -0.628
C -7.758 0.147 -2.787
C -3.653 -3.684 -0.639
C -2.464 -1.790 -0.973
C 4.558 -0.150 -2.144
C -7.579 1.485 -3.476
C -9.123 -3.633 -2.996
C -7.652 -4.076 -1.336
C -1.305 2.431 -0.606
C 4.163 2.050 2.984
C 0.997 1.766 -0.495
C 2.338 1.833 0.210
C 2.846 1.301 2.731
C -0.327 1.059 6.084
C -0.938 1.996 2.617
C 2.713 0.818 1.282
C -7.186 -4.733 -2.617
C -5.591 0.778 -2.682
C -0.858 3.092 6.911
C 7.800 -0.201 4.073
H -1.463 1.771 8.539
H -1.484 4.414 0.215
H -0.192 2.745 2.891
H -2.812 2.313 7.520
H 3.038 1.785 -0.621
H 7.217 -0.561 -2.920
H 6.888 -0.317 4.651
H -0.432 3.777 7.638
H -1.088 1.280 3.418
H 1.040 -0.361 -6.972
H 6.866 -1.291 2.436
H 8.201 0.801 4.232
H -2.935 3.778 -0.589
H -8.341 -0.566 -3.363
H -6.376 -4.180 -3.095
H -6.884 -5.768 -2.488
H -4.303 -0.633 -0.841
H -8.320 2.225 -3.187
H 7.408 0.341 1.994
H -1.618 -1.299 -0.501
H 6.918 -1.713 -0.800
H -2.453 -1.581 -2.044
H -8.194 0.241 -1.792
H -7.563 1.398 -4.563
H 5.549 -2.659 -1.425
H -1.357 3.664 6.126
H -3.699 -1.236 0.729
H 0.494 -1.067 -4.322
H 1.794 0.081 -4.704
H 6.561 -2.087 -3.552
H -6.857 -3.544 -0.821
H 2.011 1.923 3.060
H -1.851 2.559 2.397
H 3.677 0.392 1.003
H 0.519 -2.008 -6.559
H -8.117 -4.782 -0.647
H 2.004 -0.008 1.256
H -1.524 4.324 -1.544
H 0.805 0.862 -1.072
H 2.020 -0.122 3.800
*
```



It is found that the E_LUMO values, taken in the order of the records, are -0.18; -3.30; 0.07 eV.
It is found that the highest occupied orbital energy values, taken in the order of the records, are -0.30217; -0.36391; -0.38356 Ha.